Molecular formula: C5H6O
Method: DFT, ωB97M-V/def2-TZVPD

Output
Orbital gap (spin up / spin down) = 0.2860 / 0.2861 Eh
Molar mass = 82.10 g/mol
Net charge = 0
Energy relative to the best compared isomer or geometry (same formula, charge and spin) = 158.6 kcal/mol
Electronic energy = -7322.40539 eV
2S+1 = 1

Last column: Löwdin charge in e.
Geometry (Å):
C: 2.37094 -1.28185 -0.96066  0.123
C: 1.43470 -0.71055 -0.46555  -0.100
C: 0.32115 0.01374 0.13152  -0.310
C: -0.90283 -0.73923 0.57527  -0.097
O: -1.66448 -0.18550 -0.35433  -0.001
C: -0.66602 0.61069 -0.85698  -0.117
H: 3.19609 -1.79260 -1.40670  0.028
H: 0.64858 0.69605 0.92597  0.142
H: -1.32822 -0.97928 1.54561  0.113
H: -1.47228 1.77533 1.76042  0.069
H: -1.36329 1.97877 1.04664  0.046
H: -0.57435 0.61445 -1.94121  0.105